Model w:
ORCA calculation (ωB97M-V with the def2-TZVPD basis set) on a cluster of 2 separate species, C4H3NO2 in total.

Summary:
* HOMO-LUMO gap: 10.49 eV
* HOMO level: -0.3674 Eh

Last column: Mulliken charge in e.
Positions of all 10 atoms, in Å:
C: 0.256 -0.178 -1.448  -0.635
C: -1.106 1.675 1.522  -0.210
C: 1.563 -0.115 -1.462  0.757
C: -0.489 -0.789 -0.356  -0.031
N: -0.691 0.960 2.333  -0.109
O: 2.713 -0.079 -1.442  -0.297
O: -0.035 -1.325 0.623  -0.526
H: -1.576 -0.709 -0.510  0.386
H: -0.304 0.244 -2.265  0.344
H: -0.330 0.316 3.004  0.322

Model x:
ORCA calculation (ωB97M-V with the def2-TZVPD basis set) on the molecule C4H3NO2.

Summary:
* HOMO-LUMO gap: 10.62 eV
* HOMO level: -0.3988 Eh
* structure (SMILES): N#CC(C=O)C=O

Last column: Mulliken charge in e.
Positions of all 10 atoms, in Å:
N: 0.723 2.130 -0.893  -0.400
C: 0.549 0.999 -0.729  0.125
C: 0.177 -0.302 -0.182  0.169
C: 0.698 -0.046 1.280  -0.035
O: 1.588 -0.709 1.732  -0.430
C: -1.284 -0.550 -0.652  -0.047
O: -2.017 0.341 -0.983  -0.396
H: 0.778 -1.151 -0.522  0.299
H: 0.357 0.893 1.756  0.375
H: -1.569 -1.607 -0.808  0.341

Model y:
ORCA calculation (ωB97M-V with the def2-TZVPD basis set) on the molecule C4H3NO2.

Summary:
* HOMO-LUMO gap (alpha / beta): 9.42 / 9.42 eV
* HOMO level (alpha / beta): -0.3582 / -0.3582 Eh
* structure (SMILES): O=Cc1ncco1

Last column: Mulliken charge in e.
Positions of all 10 atoms, in Å:
O: 2.826 0.447 -0.201  -0.400
C: 1.656 0.335 -0.065  0.213
C: 0.686 -0.523 0.781  0.230
N: 0.106 -1.346 -0.078  -0.423
C: -1.085 -0.767 -0.394  -0.242
C: -1.204 0.406 0.302  -0.145
O: -0.184 0.497 1.159  -0.266
H: 0.847 0.900 -0.646  0.277
H: -1.741 -1.172 -1.150  0.378
H: -1.905 1.224 0.293  0.378

Ranking the structures above by stability puts model x first and model y last.